# 1
Entry from the Open Molecules 2025 dataset: a molecular structure, C29H38Br15IN2O4P2S3 in a non-equilibrium geometry (the ωB97M-V functional and the def2-TZVPD basis).

```
94
Properties=species:S:1:pos:R:3:forces:R:3
C 3.5466 -4.5873 3.0160 -0.3 -1.2 0.4
C 2.2951 -3.5293 3.1197 -0.6 -0.6 0.4
P 2.8763 -1.6727 3.1724 -0.1 -0.6 1.5
C 1.3344 -0.7254 3.7816 -0.9 1.3 -0.6
C 3.4055 -1.1804 1.4049 1.0 0.1 -0.9
P 2.5501 -2.3120 0.0694 -2.4 0.9 -0.3
N 0.9405 -2.1463 0.0322 1.8 0.7 1.0
O 4.7967 -1.7411 1.3499 1.4 1.7 0.1
S 6.0657 -0.5997 1.4776 4.2 0.5 1.3
O 6.7596 -0.4909 2.8897 -3.4 -0.7 -5.9
O 7.0543 -0.8398 0.2777 -4.7 1.1 4.6
O 5.0689 0.8009 1.3502 0.3 -3.7 0.4
C 3.6638 0.3931 1.0228 -0.7 1.9 -1.6
C 3.6358 0.6094 -0.6019 -0.3 -0.4 -0.6
C 4.1922 2.0610 -1.1222 0.3 -0.1 -1.3
C 4.0977 2.0112 -2.7912 1.3 -0.7 0.4
I 2.3092 3.1025 -3.5360 1.1 -0.6 0.4
C 2.7834 1.5762 1.7399 -0.3 1.1 -0.4
C 1.2616 1.7646 1.0734 -0.5 -0.1 0.1
C 0.2012 2.3578 2.1929 1.6 -0.1 0.5
S -1.5143 2.7105 1.5296 -0.9 -1.7 -0.3
C -2.4957 1.0887 1.2885 1.1 -1.6 0.4
S -1.8681 -0.4614 1.6495 -1.0 3.1 -0.6
N -3.8956 1.2516 0.7411 0.0 -1.7 0.7
C -4.0719 0.6397 -0.6301 -0.7 -1.3 -4.9
C -4.1008 -0.9572 -0.9987 -0.6 2.5 -2.6
C -4.3540 -1.4621 -2.5724 0.0 3.7 0.3
C -4.6090 -0.3877 -3.7847 2.3 2.1 4.1
C -4.5636 1.2201 -3.4345 0.6 -2.6 3.7
C -4.3063 1.6988 -1.8876 -0.2 -3.2 -0.9
C -4.9689 0.8335 1.7201 -4.1 -1.1 2.5
C -6.5145 0.6950 1.1095 -0.9 -0.6 3.2
C -7.8305 0.2919 2.0579 5.1 0.6 1.6
C -7.5446 0.0332 3.6722 2.5 0.6 -1.4
C -6.0209 0.1143 4.3566 -2.6 2.2 -5.7
C -4.7791 0.5285 3.3190 -2.3 0.9 -1.5
H 3.2944 -5.4792 3.7668 0.6 1.9 -1.7
H 4.5840 -4.1556 3.3761 -2.2 -0.7 -0.9
H 3.6426 -5.1096 1.9480 -0.1 1.4 2.3
H 1.7984 -3.7105 4.1892 1.1 0.7 -2.2
H 1.4336 -3.7120 2.3395 1.8 0.2 1.4
H 0.7636 -0.3399 2.8357 0.6 -0.8 2.0
H 0.6051 -1.3617 4.4510 1.8 1.3 -1.5
H 1.6698 0.2442 4.3909 -0.6 -2.3 -1.2
H 2.9977 -3.6662 0.3992 0.0 1.3 -0.2
H 3.1141 -2.0502 -1.2621 -0.4 -0.2 1.5
H 0.7031 -1.4149 0.7373 -0.2 -0.8 -0.6
H 4.3145 -0.2228 -1.1163 -1.2 1.8 1.3
H 2.5428 0.4163 -1.0386 2.2 0.6 1.0
H 5.3482 2.2454 -0.8986 -2.6 -0.6 -0.2
H 3.5783 2.9895 -0.7440 1.2 -2.0 -0.6
H 3.9797 0.9108 -3.1990 0.2 2.3 0.9
H 5.0842 2.4606 -3.2789 -2.5 -0.8 1.0
H 2.7543 1.5160 2.9190 0.1 -0.2 -2.5
H 3.3430 2.6001 1.4939 -1.0 -2.4 0.6
H 1.2752 2.5310 0.1606 0.1 -1.7 2.0
H 0.8295 0.7594 0.6507 0.9 1.8 0.9
H 0.1240 1.7196 3.1711 0.1 1.0 -2.0
H 0.6541 3.4101 2.5286 -1.4 -2.0 -0.8
H -3.9424 -1.7667 -0.1565 -0.4 1.9 -2.0
H -4.3870 -2.6112 -2.8674 0.2 2.7 1.0
H -4.8234 -0.6727 -4.9133 1.6 0.6 2.9
H -4.7512 2.0403 -4.2525 0.4 -1.9 1.8
H -4.3032 2.8562 -1.6417 0.0 -2.7 -0.5
H -6.7835 0.9058 -0.0304 1.0 -0.5 2.7
H -8.9089 0.2292 1.5650 2.7 0.1 1.3
H -8.4655 -0.2229 4.3824 2.3 0.6 -1.7
H -5.8466 -0.1108 5.5128 -1.0 1.2 -2.8
H -3.7009 0.5948 3.8191 -2.7 0.2 -1.6
C -8.4700 -0.3696 -5.3224 -0.2 -0.1 -0.2
Br -9.6439 0.4583 -4.0107 0.3 -0.2 -0.3
Br -6.8932 -1.1498 -4.4921 -2.8 0.0 -0.5
Br -9.4171 -1.6579 -6.4303 0.1 0.3 0.2
H -8.1203 0.4275 -5.9868 -0.1 -0.4 0.3
C -3.2708 -3.0715 4.5626 0.1 -0.1 0.2
Br -3.8138 -4.6098 5.6222 0.2 0.3 -0.2
Br -4.2719 -1.4735 5.0409 2.0 -3.5 0.7
Br -1.3501 -2.7751 4.6483 -0.5 -0.3 0.0
H -3.5129 -3.3002 3.5195 0.1 0.2 0.4
C 5.4190 -4.5076 -2.7854 0.0 0.1 -0.3
Br 5.2227 -3.2528 -1.3119 1.2 -0.8 -0.7
Br 7.2777 -5.0075 -3.0676 -0.5 0.1 0.1
Br 4.2755 -6.0660 -2.5663 0.3 0.4 0.0
H 5.0856 -3.9912 -3.6917 0.2 -0.2 0.4
C 7.3537 2.6558 -5.8991 0.2 0.1 0.0
Br 7.8640 2.3600 -7.7528 -0.2 0.1 0.5
Br 5.9327 3.9750 -5.7413 0.3 -0.4 0.0
Br 6.9000 0.9920 -4.9990 0.1 0.3 -0.3
H 8.2302 3.0672 -5.3879 -0.4 -0.2 -0.2
C -0.5708 6.5317 -2.3642 -0.1 -0.1 -0.2
Br -1.1138 4.9934 -1.3046 0.2 0.4 -0.2
Br -1.5719 8.1297 -1.8859 0.3 -0.4 -0.1
Br 1.3499 6.8281 -2.2785 -0.5 0.0 0.0
H -0.8129 6.3030 -3.4074 0.1 0.1 0.5
```
Positions in Å, forces in eV/Å.

LUMO: -1.1 eV
charge: 0
Kohn-Sham gap: 6.92 eV
HOMO energy: -8.1 eV

# 2
Entry from the Open Molecules 2025 dataset: a molecular structure, C29H38CoN5STe in a non-equilibrium geometry (the ωB97M-V functional and the def2-TZVPD basis).

```
75
Properties=species:S:1:pos:R:3:forces:R:3
Co 0.0215 0.2925 -0.0075 -0.1 -0.1 0.4
C 3.4903 -1.3870 -1.5950 -0.2 0.0 0.0
C 2.1153 -0.8307 -1.3858 0.4 -0.2 0.5
N 1.6762 -0.5509 -0.1498 0.0 0.0 -0.7
N 2.4522 -0.8863 0.8968 1.2 -0.7 0.9
C 2.0603 -0.4609 2.0509 -0.4 0.2 -0.5
N 2.7420 -0.8715 3.1770 0.2 -0.1 0.1
S 0.6738 0.5530 2.2614 -0.4 0.0 -0.2
C 1.2205 -0.5297 -2.4131 -0.2 0.0 0.1
C 1.4875 -0.6999 -3.7964 0.1 -0.1 0.0
C 0.5506 -0.3436 -4.7174 -0.1 0.1 0.1
C -0.6735 0.1973 -4.2701 0.0 -0.1 -0.2
C -0.8735 0.3460 -2.9167 -0.4 0.0 -0.1
N 0.0044 -0.0050 -1.9882 0.3 -0.1 0.1
H 3.8860 -1.7171 -0.6376 0.0 0.0 -0.1
H 4.1548 -0.6181 -1.9953 0.1 0.0 -0.1
H 3.4616 -2.2296 -2.2822 0.1 -0.1 -0.2
H 3.6548 -1.2580 2.9853 0.0 0.1 0.0
H 2.6883 -0.2252 3.9479 0.1 -0.1 0.0
H 2.4447 -1.1052 -4.0960 0.0 0.0 0.0
H 0.7428 -0.4504 -5.7756 0.0 -0.1 -0.1
H -1.4388 0.4794 -4.9760 -0.1 0.1 0.0
H -1.8051 0.7579 -2.5569 0.0 0.1 0.2
C -5.3683 -6.4229 -0.3237 0.1 0.1 0.0
C -4.2707 -5.4170 -0.1261 0.0 0.0 0.1
C -4.1229 -4.7521 1.0789 -0.1 -0.1 -0.2
C -3.0800 -3.8660 1.2921 0.1 0.2 0.2
C -2.9611 -3.1918 2.6229 0.1 0.0 -0.1
C -2.1374 -3.6386 0.2892 0.0 -0.2 0.1
Te -0.3923 -2.4881 0.7004 -0.4 -0.2 -0.1
C -2.3045 -4.2680 -0.9463 0.2 0.0 -0.2
C -1.3426 -4.0215 -2.0684 0.1 0.0 0.0
C -3.3592 -5.1461 -1.1367 -0.2 -0.1 0.1
H -6.0308 -6.4484 0.5399 -0.1 0.0 0.0
H -4.9382 -7.4161 -0.4567 -0.1 -0.1 0.0
H -5.9581 -6.1867 -1.2090 -0.1 -0.1 0.0
H -4.8301 -4.9329 1.8803 0.0 0.0 0.0
H -3.8557 -3.3479 3.2239 0.0 0.0 0.1
H -2.8024 -2.1228 2.4927 0.0 0.2 0.1
H -2.0966 -3.5916 3.1533 0.1 0.0 0.2
H -1.2880 -2.9575 -2.3013 0.0 0.1 -0.1
H -1.6448 -4.5619 -2.9653 0.1 0.0 0.0
H -0.3363 -4.3373 -1.7846 0.1 0.0 -0.1
H -3.4727 -5.6463 -2.0910 0.0 0.0 -0.1
C 2.6656 3.6560 -1.4111 -0.1 0.0 -0.1
C 1.1828 3.7869 -1.1925 0.0 -0.1 0.1
C 0.4881 4.9382 -1.5560 0.1 0.0 -0.1
C -0.8872 4.9734 -1.3818 0.2 0.1 -0.1
C -1.6419 6.2339 -1.7010 0.0 -0.1 0.1
C -1.5850 3.8799 -0.8922 -0.2 0.2 0.0
C -0.9248 2.7042 -0.4721 -0.1 0.0 0.1
C 0.4884 2.7431 -0.6334 0.1 -0.2 0.1
N -1.4220 1.5471 0.0250 -0.6 0.7 -0.3
C -2.7718 1.2867 0.5116 -0.1 -0.3 0.1
C -3.8082 2.4218 0.5362 0.2 -0.2 0.0
C -2.6308 0.8240 1.9726 0.0 -0.1 -0.2
C -3.3713 0.1305 -0.3067 0.1 0.1 0.2
H 3.1534 4.6296 -1.4414 0.0 0.1 0.0
H 2.8538 3.1535 -2.3637 0.1 0.0 0.0
H 3.1190 3.0541 -0.6243 0.1 0.0 0.0
H 1.0205 5.7893 -1.9626 0.0 0.1 0.0
H -1.0222 6.9272 -2.2687 0.0 0.0 0.0
H -1.9416 6.7201 -0.7709 -0.1 0.1 0.0
H -2.5431 6.0128 -2.2703 -0.1 0.1 -0.1
H -2.6548 3.9799 -0.8516 -0.1 -0.1 0.1
H 1.0697 1.8959 -0.2558 0.2 0.4 -0.1
H -3.4164 3.2937 1.0513 0.0 0.2 0.0
H -4.6671 2.0545 1.0963 -0.1 0.0 0.0
H -4.1633 2.6934 -0.4556 0.1 0.1 -0.1
H -2.2106 1.6251 2.5758 0.1 0.1 0.1
H -1.9554 -0.0250 2.0303 0.1 -0.1 0.1
H -3.5946 0.5372 2.3869 -0.2 -0.1 0.1
H -3.6709 0.4693 -1.2969 0.0 0.1 -0.1
H -4.2465 -0.2731 0.1968 -0.2 -0.1 0.0
H -2.6377 -0.6667 -0.4190 0.0 -0.1 0.0
```
Positions in Å, forces in eV/Å.

LUMO (spin up / spin down): 2.4 / 1.0 eV
charge: -1
Kohn-Sham gap (spin up / spin down): 4.81 / 4.45 eV
spin multiplicity: 4
HOMO energy (spin up / spin down): -2.4 / -3.4 eV

# 3
Entry from the Open Molecules 2025 dataset: a molecular structure, C29H38CrGeNO7S2 (the ωB97M-V functional and the def2-TZVPD basis).

```
79
Properties=species:S:1:pos:R:3:forces:R:3
Cr -0.8528 0.1253 -0.0124 -0.1 0.4 -0.2
C 0.6668 1.9959 -2.6002 -0.1 0.0 0.0
C 1.7088 1.5304 -1.5946 0.0 -0.1 -0.1
C 2.5839 2.6941 -1.1517 0.0 0.1 0.1
C 2.5480 0.4016 -2.1849 0.0 -0.1 0.0
O 1.0015 1.0415 -0.4476 -0.3 0.2 0.0
Ge 1.6895 0.1747 1.0723 0.1 0.0 -0.1
O 0.6401 -1.2447 0.2800 0.1 -0.4 -0.2
C 0.7701 -2.6730 0.3875 0.0 0.0 0.1
C 2.2025 -3.0024 0.7898 0.0 0.1 0.0
C 0.4678 -3.2802 -0.9752 0.0 0.0 -0.1
C -0.2020 -3.1843 1.4438 0.0 0.0 0.0
O -0.0681 0.6459 1.7087 -0.2 -0.1 0.3
C -0.4373 1.0928 3.0334 0.0 0.0 0.1
C -0.0541 2.5590 3.1692 0.0 0.0 0.0
C 0.3138 0.2442 4.0540 0.0 -0.1 -0.1
C -1.9342 0.8973 3.2094 0.0 0.0 -0.1
H 1.1513 2.4146 -3.4838 0.0 0.0 0.0
H 0.0268 2.7520 -2.1487 0.0 0.0 0.0
H 0.0430 1.1554 -2.9196 0.0 0.0 0.0
H 3.1211 3.1195 -2.0011 0.0 0.0 0.0
H 3.3208 2.3659 -0.4139 0.0 0.0 0.0
H 1.9613 3.4670 -0.6991 0.0 0.0 0.0
H 3.0625 0.7335 -3.0881 0.0 0.0 0.0
H 1.9119 -0.4492 -2.4362 0.0 0.0 0.0
H 3.3047 0.0628 -1.4710 0.0 0.0 0.0
H 2.9092 -2.5818 0.0707 0.0 0.0 0.0
H 2.3454 -4.0832 0.8213 0.0 0.0 0.0
H 2.4387 -2.6001 1.7776 0.0 0.0 0.0
H 1.1763 -2.9100 -1.7186 0.0 0.0 0.0
H -0.5383 -3.0152 -1.3016 0.0 0.0 0.0
H 0.5404 -4.3683 -0.9328 0.0 0.0 0.0
H 0.0419 -2.7637 2.4217 0.0 0.0 0.0
H -0.1593 -4.2727 1.5157 0.0 0.0 0.0
H -1.2243 -2.8961 1.1960 0.0 0.0 0.0
H 1.0243 2.6874 3.0442 0.0 0.0 0.0
H -0.3311 2.9301 4.1579 0.0 0.0 0.0
H -0.5495 3.1564 2.4054 0.0 0.0 0.0
H 1.3948 0.3675 3.9570 0.0 0.0 0.0
H 0.0739 -0.8130 3.9220 0.0 0.0 0.0
H 0.0326 0.5394 5.0654 0.0 0.0 0.0
H -2.4959 1.5689 2.5616 0.0 0.0 0.0
H -2.2120 1.1044 4.2438 0.0 0.0 0.0
H -2.2264 -0.1253 2.9644 0.0 0.0 0.0
O -0.8562 3.2823 -0.0381 0.1 0.0 0.0
C -1.9969 2.8570 -0.0368 -0.1 -0.2 0.0
N -2.3514 1.5218 -0.0814 0.3 0.2 0.0
S -4.0327 1.2429 0.0478 0.2 0.2 -0.2
O -3.6146 -1.3077 0.9766 -0.2 -0.8 0.2
O -4.5592 0.7456 -1.2455 0.1 0.0 0.1
C -4.3563 2.9951 0.0744 -0.3 0.1 0.0
C -5.6054 3.5905 0.1029 0.0 0.0 0.0
C -5.6478 4.9775 0.1020 0.0 0.0 0.0
C -4.4743 5.7332 0.0906 0.0 0.0 0.0
C -3.2332 5.1148 0.0608 0.0 0.0 0.0
C -3.2005 3.7305 0.0487 0.1 0.0 -0.1
H -6.5127 3.0000 0.1101 0.0 0.0 0.0
H -6.6055 5.4823 0.1047 0.0 0.0 0.0
H -4.5384 6.8135 0.1016 0.0 0.0 0.0
H -2.3093 5.6782 0.0412 0.0 0.0 0.0
C -5.9563 -7.9181 -4.6754 0.0 0.0 0.0
C -5.4599 -6.9344 -3.6469 0.0 0.0 0.0
O -4.3313 -6.8942 -3.2478 0.0 0.1 0.0
S -6.7547 -5.8079 -3.1086 0.0 0.0 -0.1
C -5.7994 -4.6180 -2.2104 0.1 0.0 0.1
C -5.6801 -3.3269 -2.7104 0.0 0.0 0.0
C -4.9135 -2.3885 -2.0364 0.0 0.0 0.0
C -4.2714 -2.7523 -0.8593 0.0 0.0 0.0
C -4.4091 -4.0367 -0.3439 -0.1 0.0 0.0
C -5.1750 -4.9709 -1.0192 0.0 0.0 0.0
C -3.3981 -1.7802 -0.1611 0.2 0.5 0.1
C -2.1897 -1.2541 -0.6547 -0.1 0.0 0.1
H -5.2996 -8.7844 -4.6889 0.0 0.0 0.0
H -5.9308 -7.4324 -5.6522 0.0 0.0 0.0
H -6.9857 -8.2161 -4.4776 0.0 0.0 0.0
H -6.1868 -3.0582 -3.6282 0.0 0.0 0.0
H -4.8227 -1.3725 -2.3986 0.0 0.0 0.0
H -3.9176 -4.3008 0.5843 0.0 0.0 0.0
H -5.2848 -5.9743 -0.6314 0.0 0.0 0.0
```
Positions in Å, forces in eV/Å.

LUMO (spin up / spin down): -0.8 / -1.2 eV
charge: 0
Kohn-Sham gap (spin up / spin down): 7.74 / 7.53 eV
spin multiplicity: 6
HOMO energy (spin up / spin down): -8.5 / -8.8 eV